(1)
111
Properties=species:S:1:pos:R:3:forces:R:3:mulliken_charge:R:1 method="wB97M-V/def2-TZVPD" homo_energy_ev=-12.223 e_lumo_ev=-3.0 homo_lumo_gap_ev=9.20 charge=+1
F -2.07469 3.36991 -0.90956 0.90 -2.93 0.84 -0.3514
C -1.50532 2.02943 -0.53272 0.76 1.46 -2.68 0.3794
C -2.19167 0.76966 -1.39259 0.22 0.79 2.07 -0.3099
C -3.57150 0.65386 -0.45872 2.12 1.40 -0.30 -0.1886
Cl -4.78083 -0.70542 -0.82360 1.66 1.78 0.45 -0.1238
C -2.78227 0.60765 1.01518 -2.59 -2.03 -0.70 -0.4692
N -1.94844 1.89153 0.91260 -1.94 0.17 0.12 -0.0352
H -0.34723 2.19363 -0.65208 -2.25 -0.59 0.27 0.0683
H -2.31417 0.96809 -2.53950 0.33 -0.25 2.46 0.3444
H -1.42360 -0.10414 -1.15336 -1.97 1.60 -0.90 0.2089
H -4.11102 1.71126 -0.56518 0.78 -2.51 0.28 0.3093
H -3.63361 0.69948 1.81346 2.15 -0.10 -1.05 0.1358
H -2.18082 -0.41972 1.10224 -1.06 2.66 0.04 0.2122
H -1.26534 2.09891 1.68160 -0.41 -0.56 -1.03 0.3802
H -2.70832 2.63353 0.98219 1.28 -0.64 0.03 0.4396
C 0.40534 0.99982 -5.88067 -0.05 0.02 -0.18 -0.8686
C 1.66463 0.84440 -5.03402 -0.22 0.46 -0.12 -0.3726
C 1.81564 -0.55935 -4.44445 -0.83 -0.01 0.57 0.0492
C 0.63069 -0.86823 -3.54395 -6.37 -1.97 5.03 0.3639
N -0.35227 -1.12452 -2.79693 7.88 1.96 -5.94 -0.7064
H -0.50205 0.85114 -5.28680 0.08 -0.04 -0.01 0.2104
H 0.35413 2.00803 -6.30403 0.02 -0.16 0.04 0.3979
H 0.39783 0.28145 -6.70838 0.00 0.11 0.11 0.0490
H 1.64293 1.58664 -4.22667 0.12 -0.18 -0.05 0.1118
H 2.53962 1.06841 -5.65407 -0.05 -0.18 0.16 0.3855
H 2.73866 -0.62333 -3.85868 -0.26 -0.12 0.06 -0.0038
H 1.86719 -1.30822 -5.24219 -0.17 0.00 0.16 0.3866
C 1.93670 4.70316 1.66106 0.00 0.03 0.16 -0.8242
C 3.14176 3.77812 1.52362 -0.27 -0.01 0.39 -0.4371
C 3.70121 3.73738 0.10015 -0.78 -0.47 -0.47 -0.2291
C 2.63522 3.22779 -0.85607 -5.61 -2.78 -5.48 0.2030
N 1.75095 2.80506 -1.64937 6.73 3.20 6.37 -0.6200
H 1.09697 4.36760 1.04431 0.06 0.08 -0.10 0.1872
H 1.58916 4.72281 2.69892 0.10 0.07 -0.11 0.3295
H 2.19289 5.72760 1.36762 -0.10 -0.13 0.04 0.1576
H 2.85126 2.76825 1.83823 0.17 0.07 -0.11 0.3030
H 3.92820 4.11494 2.20796 -0.04 -0.10 -0.27 0.2643
H 4.57030 3.07252 0.05713 -0.20 0.03 -0.19 0.3305
H 4.02169 4.73597 -0.21604 -0.14 -0.16 -0.10 0.3021
C 3.38290 -3.84828 -0.22877 -0.15 -0.03 -0.21 -1.1156
C 2.61948 -2.58543 -0.61500 -0.04 -0.40 0.13 -0.2710
C 3.52960 -1.48401 -1.16225 0.52 0.23 0.94 0.2487
C 4.54652 -1.08581 -0.10504 5.79 2.44 5.67 0.0501
N 5.39016 -0.75543 0.77193 -6.75 -2.61 -6.89 -0.5365
H 4.09938 -3.65730 0.57640 -0.11 0.01 -0.18 0.1099
H 2.69013 -4.61656 0.12921 0.27 0.28 -0.20 0.4389
H 3.92901 -4.25483 -1.08767 -0.03 0.07 0.07 0.3092
H 2.07629 -2.21676 0.26377 0.05 0.06 -0.16 0.2323
H 1.87064 -2.84064 -1.37286 0.08 0.20 0.03 0.2498
H 2.93426 -0.60689 -1.43689 0.23 0.07 0.12 -0.0646
H 4.05704 -1.83026 -2.05767 0.11 0.06 0.21 0.2847
C -4.06274 -5.49909 2.36734 0.01 -0.13 0.01 -1.3071
C -4.82615 -4.23623 1.98112 -0.16 -0.40 0.30 -0.3987
C -3.91604 -3.13482 1.43386 0.52 0.11 1.01 0.5289
C -2.89911 -2.73661 2.49107 5.71 2.36 5.61 0.1943
N -2.05548 -2.40623 3.36804 -6.63 -2.43 -6.92 -0.6328
H -3.34626 -5.30810 3.17252 -0.04 0.01 -0.12 0.3468
H -4.75551 -6.26737 2.72533 0.11 0.12 -0.10 0.3760
H -3.51663 -5.90563 1.50845 -0.05 0.02 0.14 0.3177
H -5.36934 -3.86756 2.85989 0.01 0.05 -0.24 0.1287
H -5.57500 -4.49144 1.22326 0.09 0.21 0.06 0.3758
H -4.51138 -2.25769 1.15923 0.28 -0.13 0.20 -0.3135
H -3.38860 -3.48107 0.53844 0.10 0.11 0.18 0.3998
C -5.90085 -0.59429 4.91173 0.14 0.01 0.07 -1.1636
C -6.61554 0.09039 3.75103 0.35 -0.01 0.20 -0.0760
C -8.08620 -0.31543 3.63533 0.12 -1.06 -0.33 -0.3860
C -8.18848 -1.81389 3.40179 -0.88 -8.37 -1.32 0.2289
N -8.27340 -3.05696 3.20805 0.80 9.91 1.51 -0.4772
H -5.87787 -1.68157 4.78758 -0.07 0.13 0.02 0.2868
H -4.86255 -0.25298 4.97310 -0.13 -0.05 0.06 0.3313
H -6.39194 -0.36588 5.86456 0.09 -0.06 -0.14 0.3587
H -6.08895 -0.14966 2.81921 -0.17 0.03 -0.01 -0.0294
H -6.55312 1.17583 3.88584 -0.15 -0.09 -0.08 0.3375
H -8.55653 0.21178 2.79865 -0.07 -0.26 0.10 0.2952
H -8.63029 -0.05499 4.54966 0.04 -0.19 -0.13 0.3224
C 3.09013 -3.76085 5.32243 -0.10 0.07 0.09 -1.1343
C 4.29519 -4.68590 5.18499 -0.28 0.03 0.32 -0.4422
C 4.85464 -4.72664 3.76153 -0.84 -0.49 -0.50 -0.2907
C 3.78865 -5.23623 2.80530 -5.79 -2.93 -5.49 0.3176
N 2.90438 -5.65896 2.01200 6.99 3.13 6.76 -0.6042
H 2.25039 -4.09641 4.70568 0.13 0.04 0.01 0.3557
H 2.74259 -3.74121 6.36030 0.07 0.04 -0.15 0.3244
H 3.34632 -2.73641 5.02900 -0.05 -0.12 0.04 0.2940
H 4.00469 -5.69576 5.49960 0.16 0.13 -0.10 0.2966
H 5.08163 -4.34908 5.86933 0.01 -0.10 -0.19 0.3099
H 5.72373 -5.39150 3.71850 -0.20 0.04 -0.20 0.3207
H 5.17512 -3.72805 3.44534 -0.13 -0.14 -0.12 0.2711
C -2.12151 -2.65660 -8.31545 -0.12 -0.02 0.08 -0.9600
C -1.68773 -2.33666 -9.74242 -0.33 0.16 0.23 -0.4384
C -0.27957 -2.84153 -10.06352 0.56 0.66 0.64 -0.3681
C 0.72624 -2.18415 -9.13260 5.87 3.51 5.07 0.3064
N 1.56067 -1.63886 -8.36038 -6.70 -4.29 -6.03 -0.5188
H -1.47811 -2.16666 -7.57780 0.00 -0.09 -0.10 0.2007
H -3.14272 -2.30325 -8.14047 0.13 -0.10 -0.03 0.3202
H -2.09792 -3.73670 -8.13096 -0.01 0.15 0.01 0.3019
H -1.73719 -1.25128 -9.89313 0.07 -0.19 -0.09 0.2838
H -2.39908 -2.79152 -10.44053 0.21 0.05 -0.01 0.3084
H -0.02137 -2.60016 -11.09999 0.18 -0.01 0.23 0.2889
H -0.22420 -3.92898 -9.94425 0.15 0.19 0.09 0.2853
C 2.99758 8.48648 4.45102 -0.08 0.00 0.12 -1.1122
C 4.02657 9.21361 3.59123 -0.12 0.08 0.43 -0.4513
C 4.34537 8.47299 2.29094 0.55 -0.83 0.46 -0.2777
C 4.91759 7.10109 2.60851 3.21 -7.70 1.44 0.2921
N 5.39228 5.96300 2.87188 -3.81 9.02 -2.07 -0.5796
H 3.36116 7.50595 4.77426 -0.02 0.09 -0.09 0.3466
H 2.77988 9.06540 5.35423 -0.01 -0.08 -0.16 0.3292
H 2.05921 8.34333 3.90312 0.09 0.01 0.08 0.2835
H 4.94438 9.35026 4.17618 -0.10 0.01 -0.22 0.2974
H 3.64636 10.21246 3.35044 0.14 -0.14 -0.11 0.3177
H 5.07603 9.04046 1.70501 -0.03 -0.29 0.02 0.3113
H 3.44133 8.35493 1.68380 0.15 -0.15 0.07 0.2640

=====

(2)
114
Properties=species:S:1:pos:R:3:forces:R:3:mulliken_charge:R:1 method="wB97M-V/def2-TZVPD" multiplicity=4 homo_energy_ev="-9.572 / -10.233" e_lumo_ev="-5.1 / -5.1" homo_lumo_gap_ev="4.45 / 5.11" charge=+1
C 7.18962 -6.59577 -5.52149 -0.24 0.48 -1.03 -1.0567
C 6.28555 -7.64970 -6.27569 -0.39 -0.53 0.14 -0.3805
C 5.70600 -8.79462 -5.29481 -0.18 0.95 -0.98 0.3573
Cl 7.11470 -9.82387 -4.78342 -1.00 0.21 -0.22 -0.1688
C 4.63148 -9.57669 -6.12303 -2.10 -2.09 -1.22 -0.1438
C 4.79941 -11.02334 -6.56991 -1.83 3.62 0.47 -0.4355
N 3.76426 -11.55719 -7.30497 3.12 -1.51 0.82 0.7602
C 3.96982 -13.00582 -7.69325 -1.07 -1.10 0.13 -0.7455
N 2.63561 -11.06042 -7.73587 -0.82 2.76 0.67 -0.8454
C 2.35142 -9.77512 -7.39351 1.67 0.34 1.28 0.5044
N 1.11233 -9.10719 -7.80802 3.09 -0.02 -1.47 -0.5310
C 1.47887 -8.31569 -8.74030 -1.13 -0.45 0.80 0.7199
O 1.73914 -7.57881 -9.58553 -0.22 -0.55 0.65 -0.3008
C 3.33110 -8.99719 -6.56251 1.65 -1.01 0.21 0.5913
O 2.98595 -7.67276 -6.20851 0.33 -2.34 -2.38 -0.2905
N 2.88160 -7.63470 -4.79737 -1.59 1.15 2.18 0.1003
O 2.07015 -6.85791 -4.49168 1.24 -0.75 -0.19 -0.2334
H 8.19835 -7.01835 -5.25934 -1.20 0.35 0.03 0.3208
H 7.38532 -5.74469 -6.25178 -0.20 -1.05 0.89 0.3463
H 6.65336 -6.12009 -4.64299 0.72 -0.82 -0.88 0.2587
H 6.83804 -8.21219 -7.09797 -0.46 0.83 1.07 0.3290
H 5.38920 -7.17469 -6.78925 1.11 -0.30 0.78 0.2944
H 5.25351 -8.33961 -4.35844 0.53 -0.72 -1.24 0.3854
H 5.71678 -11.61938 -6.28690 -1.43 0.67 -0.58 0.2562
H 4.93635 -13.40107 -7.28339 -0.90 0.68 -0.62 0.2762
H 3.13496 -13.58884 -7.19222 0.96 0.74 -0.63 0.3285
H 3.85481 -13.15450 -8.80821 0.34 0.47 1.34 0.2953
C 2.33317 -2.01704 -3.68879 -0.22 0.24 -0.16 -1.7198
C 2.05981 -3.05395 -2.57542 0.94 0.31 -1.95 1.7172
C 0.89376 -3.97141 -2.98429 -0.39 -0.08 0.29 -1.0709
C -0.47282 -3.30535 -2.87536 0.00 0.04 -0.03 -0.7559
C -0.67366 -2.71051 -1.48543 0.15 -0.42 -0.13 -1.2545
C 0.46104 -1.75822 -1.06649 -1.07 1.95 0.02 1.7797
N 1.81837 -2.35243 -1.28042 -0.87 -3.29 1.80 0.3760
O 2.02989 -3.24115 -0.30097 0.31 1.44 -0.97 -0.5516
C 0.32666 -0.42902 -1.84747 -0.02 0.10 -0.29 -1.7939
C 0.23708 -1.33364 0.40236 0.38 -0.60 0.23 -1.8795
C 3.35138 -3.90276 -2.56559 -0.02 -0.12 0.78 -1.7697
H 1.46345 -1.43230 -3.97594 0.00 0.03 0.12 0.2958
H 3.12649 -1.32573 -3.39148 -0.11 -0.06 0.06 0.3954
H 2.66210 -2.51173 -4.60720 0.01 -0.14 0.18 0.4203
H 0.88954 -4.86815 -2.35252 0.13 0.13 0.11 0.3903
H 1.03760 -4.32826 -4.01013 0.22 0.16 0.07 0.3110
H -0.58366 -2.53710 -3.64685 0.02 0.01 0.05 0.3490
H -1.25465 -4.04533 -3.07014 0.04 0.05 -0.01 0.3871
H -1.63272 -2.18429 -1.45501 0.20 0.16 0.11 0.3814
H -0.75615 -3.53185 -0.76366 0.17 0.09 0.04 0.4101
H 1.23235 0.17647 -1.75945 -0.02 -0.12 -0.03 0.3864
H -0.49711 0.17327 -1.45398 0.10 -0.22 0.15 0.4222
H 0.09452 -0.56205 -2.90179 0.13 -0.04 -0.05 0.2951
H 0.18421 -2.18650 1.08263 0.21 0.01 -0.14 0.3626
H -0.71031 -0.79970 0.51101 0.09 0.01 -0.30 0.4474
H 1.03352 -0.66839 0.74447 -0.01 -0.06 -0.05 0.4949
H 4.21605 -3.30573 -2.26189 -0.11 -0.03 0.03 0.4443
H 3.56039 -4.29699 -3.56497 -0.24 0.25 -0.05 0.3556
H 3.28248 -4.76799 -1.90274 -0.06 0.21 0.13 0.3652
C -5.29512 0.57153 3.18266 -0.29 0.23 0.06 -1.8117
C -3.78876 0.90504 3.08773 -1.47 -1.50 0.80 1.7963
C -3.30383 1.53311 4.40645 0.26 0.44 0.01 -1.3833
C -3.74311 2.98103 4.58864 -0.05 -0.01 -0.01 -0.5432
C -3.35144 3.82054 3.37715 0.24 -0.28 0.28 -1.0116
C -3.85699 3.23421 2.04657 -1.48 1.51 -0.56 1.9744
N -3.53871 1.77949 1.90198 3.71 0.48 0.93 0.4319
O -2.23754 1.67870 1.59830 -1.74 -0.17 -0.33 -0.5643
C -5.38318 3.46449 1.93452 -0.26 -0.07 0.15 -1.8872
C -3.28259 4.07420 0.88253 0.61 -0.49 -0.01 -1.9422
C -3.13098 -0.48565 2.95391 0.57 0.24 -0.48 -1.8677
H -5.92131 1.41446 3.46290 0.04 0.05 -0.09 0.3064
H -5.66621 0.17043 2.23529 0.08 0.09 0.03 0.3945
H -5.47632 -0.18723 3.94855 0.23 0.02 -0.07 0.4591
H -2.20860 1.49870 4.45154 -0.05 -0.05 -0.20 0.3330
H -3.65732 0.94097 5.25708 -0.06 -0.13 -0.25 0.4342
H -4.82213 3.03182 4.76396 0.03 0.01 -0.04 0.3486
H -3.27081 3.39413 5.48459 -0.06 -0.02 -0.04 0.2755
H -3.73483 4.83771 3.50776 -0.06 -0.07 -0.25 0.2761
H -2.25855 3.90971 3.35386 -0.04 -0.11 -0.15 0.3396
H -5.81723 2.86496 1.13013 0.07 -0.04 0.09 0.3961
H -5.60447 4.51083 1.70532 0.25 -0.09 -0.01 0.4723
H -5.92508 3.26148 2.85495 0.01 -0.14 -0.01 0.3310
H -2.19119 4.11303 0.89218 -0.10 -0.22 0.00 0.3329
H -3.62476 5.10979 0.94926 -0.17 -0.19 0.20 0.4298
H -3.60571 3.67834 -0.08360 0.02 -0.03 0.07 0.4540
H -3.42471 -0.97490 2.02026 0.03 0.11 0.03 0.4620
H -3.43690 -1.14005 3.77446 -0.18 0.29 -0.01 0.4543
H -2.04054 -0.44232 2.98935 -0.09 0.14 -0.14 0.3330
C 0.38969 7.80847 6.11691 0.25 0.25 -0.12 -1.8252
C -1.09586 7.63787 5.72541 1.88 -1.12 0.41 1.7002
C -1.21983 7.42435 4.20674 -0.29 0.26 -0.30 -0.8405
C -1.02023 8.69760 3.39363 0.03 0.02 0.02 -0.7405
C -1.94199 9.80589 3.89222 -0.07 -0.42 -0.12 -1.2725
C -1.81044 10.06658 5.40385 0.90 1.97 -0.01 1.7034
N -1.88408 8.80952 6.21204 -3.20 -1.21 -1.74 0.3939
O -3.16896 8.43446 6.25878 1.55 0.56 0.64 -0.5554
C -0.47984 10.80670 5.68050 0.30 -0.04 -0.04 -1.7726
C -2.88606 11.09326 5.82715 -0.47 -0.60 0.14 -1.7913
C -1.49053 6.31728 6.42439 -0.70 0.24 0.14 -1.7629
H 0.90648 8.59457 5.57254 -0.08 0.07 0.04 0.3027
H 0.49011 8.01108 7.18680 -0.09 0.04 -0.09 0.3824
H 0.95324 6.89560 5.90600 -0.24 -0.03 0.00 0.4295
H -2.21095 7.01822 3.97004 -0.02 0.06 0.20 0.0800
H -0.49950 6.67017 3.87192 -0.01 0.00 0.29 0.4622
H 0.02657 9.01435 3.43454 -0.04 0.02 0.04 0.3402
H -1.23414 8.49393 2.34034 0.04 0.01 0.05 0.3913
H -1.73279 10.72473 3.33528 -0.01 0.06 0.26 0.3817
H -2.97626 9.53405 3.64999 0.02 -0.02 0.20 0.3780
H -0.23649 10.80099 6.74604 -0.03 -0.10 -0.08 0.3606
H -0.54537 11.85508 5.37555 -0.23 -0.15 0.01 0.4808
H 0.36612 10.40854 5.12529 0.02 -0.12 0.08 0.2919
H -3.89839 10.76467 5.58313 0.13 -0.15 0.14 0.3573
H -2.73974 12.04199 5.30521 0.26 -0.19 -0.03 0.4274
H -2.83694 11.29268 6.90044 0.00 -0.07 -0.05 0.4416
H -1.44021 6.41421 7.51268 -0.05 0.06 -0.10 0.4971
H -0.81044 5.51087 6.13595 0.12 0.29 -0.10 0.4315
H -2.49462 5.98182 6.15628 0.00 0.22 0.07 0.3198